1.
DFT (ωB97M-V/def2-TZVPD) results for a cluster of 12 separate species, C40H40F11O38PS in total at a distorted geometry.

The geometry in XYZ format:
```
131
Properties=species:S:1:pos:R:3:mulliken_charge:R:1
O 6.357 0.135 0.225 -0.569
C 5.246 0.411 -0.140 0.366
O 5.001 1.168 -1.260 -0.406
C 3.973 -0.047 0.549 0.548
C 2.901 1.068 0.639 -1.000
C 2.075 1.191 -0.612 0.547
C 1.334 0.294 -1.298 0.561
P 0.963 -1.450 -1.048 0.427
S 1.613 -2.570 -2.487 -0.420
C 0.769 1.004 -2.483 0.035
O -0.215 0.810 -3.097 -0.315
O 1.574 2.143 -2.679 -0.201
C 1.915 2.487 -1.374 -0.071
O 1.915 3.592 -0.977 -0.504
H 5.664 0.929 -1.931 0.339
H 3.619 -0.905 -0.050 -0.491
H 4.218 -0.449 1.538 0.338
H 3.416 2.033 0.771 0.343
H 2.270 0.956 1.535 0.427
H 1.500 -1.748 0.212 0.078
H -0.430 -1.465 -0.885 0.008
C 6.368 -4.538 -1.371 -0.403
C 5.338 -5.644 -1.468 0.242
O 4.337 -5.204 -0.570 -0.331
C 4.402 -3.850 -0.507 0.654
O 3.557 -3.152 -0.055 -0.478
O 5.551 -3.404 -1.062 -0.285
F 5.826 -6.832 -1.041 -0.249
H 7.060 -4.724 -0.548 0.282
H 6.922 -4.372 -2.290 0.281
H 4.897 -5.775 -2.457 0.236
C 6.826 -9.919 2.043 -0.422
C 5.402 -9.685 2.503 0.323
O 5.473 -8.379 3.048 -0.307
C 6.482 -7.721 2.418 0.736
O 6.652 -6.546 2.457 -0.568
O 7.256 -8.590 1.733 -0.304
F 5.022 -10.552 3.467 -0.288
H 7.435 -10.320 2.853 0.275
H 6.906 -10.560 1.170 0.271
H 4.657 -9.696 1.705 0.279
C 9.008 -5.420 4.856 -0.183
C 9.527 -4.004 4.745 0.303
O 10.925 -4.182 4.867 -0.313
C 11.227 -5.438 4.426 0.635
O 12.317 -5.821 4.170 -0.500
O 10.095 -6.176 4.315 -0.289
F 9.086 -3.210 5.750 -0.280
H 8.854 -5.699 5.900 0.259
H 8.098 -5.595 4.288 0.086
H 9.311 -3.515 3.793 0.292
C -4.450 0.252 -3.160 -0.315
C -3.083 -0.296 -2.826 0.284
O -3.300 -1.699 -2.859 -0.299
C -4.335 -1.930 -3.710 0.540
O -4.640 -2.990 -4.149 -0.537
O -4.983 -0.779 -3.993 -0.129
F -2.673 0.064 -1.584 -0.208
H -5.065 0.352 -2.266 0.146
H -4.416 1.202 -3.686 0.226
H -2.300 -0.039 -3.537 0.249
C 2.657 6.716 1.769 -0.550
C 1.619 5.616 1.759 0.407
O 0.648 6.110 2.660 -0.158
C 0.717 7.469 2.645 0.558
O -0.101 8.197 3.099 -0.515
O 1.858 7.871 2.034 -0.344
F 2.108 4.441 2.230 -0.294
H 3.371 6.572 2.582 0.298
H 3.188 6.824 0.828 0.295
H 1.156 5.440 0.787 0.292
C -2.053 2.569 1.182 0.165
C -2.591 3.979 1.182 0.772
O -3.820 3.836 0.468 -0.344
C -4.247 2.561 0.648 0.716
O -5.338 2.160 0.400 -0.594
O -3.259 1.799 1.171 -0.399
F -1.785 4.838 0.509 -0.327
H -1.478 2.357 0.277 -0.234
H -1.462 2.332 2.063 0.304
H -2.778 4.345 2.189 0.091
C 1.364 3.027 -6.038 -0.147
C 0.506 1.844 -6.434 0.382
O 0.553 1.897 -7.846 -0.352
C 1.724 2.498 -8.206 0.561
O 2.185 2.485 -9.296 -0.489
O 2.285 3.102 -7.129 -0.338
F -0.777 1.975 -6.025 -0.275
H 0.771 3.942 -5.997 0.246
H 1.888 2.890 -5.098 0.090
H 0.883 0.876 -6.099 0.331
C -4.636 0.360 4.992 -0.503
C -4.307 1.830 5.145 0.482
O -2.902 1.841 4.993 -0.179
C -2.561 0.779 4.203 0.581
O -1.508 0.645 3.677 -0.541
O -3.599 -0.080 4.110 -0.317
F -4.621 2.312 6.375 -0.331
H -4.550 -0.159 5.947 0.315
H -5.612 0.172 4.555 0.315
H -4.756 2.477 4.390 0.190
C -7.704 -3.305 -5.487 -0.284
C -8.213 -1.885 -5.365 0.462
O -9.481 -1.961 -5.991 -0.342
C -9.933 -3.243 -5.866 0.576
O -11.049 -3.586 -6.066 -0.503
O -8.926 -4.054 -5.471 -0.335
F -7.445 -0.989 -6.032 -0.302
H -7.192 -3.460 -6.437 0.267
H -7.052 -3.598 -4.670 0.178
H -8.341 -1.539 -4.337 0.249
C -8.429 3.303 -3.049 -0.458
C -7.531 2.451 -3.922 0.321
O -7.237 1.361 -3.071 -0.092
C -8.278 1.216 -2.198 0.558
O -8.466 0.258 -1.530 -0.504
O -9.061 2.320 -2.226 -0.363
F -6.376 3.083 -4.247 -0.310
H -7.838 3.976 -2.426 0.295
H -9.170 3.870 -3.606 0.293
H -7.996 2.079 -4.836 0.297
C -3.518 5.860 6.793 -0.426
C -2.065 6.248 6.981 0.283
O -1.411 5.421 6.033 -0.327
C -2.288 5.158 5.039 0.653
O -2.010 4.672 3.991 -0.494
O -3.545 5.489 5.410 -0.334
F -1.610 5.953 8.219 -0.295
H -3.773 4.995 7.406 0.230
H -4.217 6.669 6.985 0.292
H -1.836 7.291 6.758 0.307
```

Frontier orbital gap (eV): 7.920
SMILES string: O=C(O)CCC1=C([PH2]=S)C(=O)OC1=O.O=C1OC[C@@H](F)O1.O=C1OC[C@@H](F)O1.O=C1OC[C@@H](F)O1.O=C1OC[C@@H](F)O1.O=C1OC[C@@H](F)O1.O=C1OC[C@@H](F)O1.O=C1OC[C@@H](F)O1.O=C1OC[C@@H](F)O1.O=C1OC[C@@H](F)O1.O=C1OC[C@@H](F)O1.O=C1OC[C@@H](F)O1
HOMO energy (Eh): -0.344

---

2.
DFT (ωB97M-V/def2-TZVPD) results for a structure of composition C23H45F6MoNO6P2S3Si3 at a distorted geometry.

The geometry in XYZ format:
```
90
Properties=species:S:1:pos:R:3:mulliken_spin:R:1
Mo 0.275 0.153 -0.023 0.955
C -0.403 3.605 -0.581 -0.005
O 0.245 2.522 0.061 -0.050
Si 1.083 2.717 1.516 -0.016
C -0.224 3.091 2.857 0.011
C 2.271 4.202 1.340 0.000
C 1.848 0.961 1.431 0.040
Si 3.486 0.753 0.398 0.025
C 4.835 1.703 1.385 -0.014
C 4.266 -0.971 0.122 -0.001
C 3.272 1.557 -1.334 0.020
Si 1.804 0.023 3.110 0.002
C 0.037 -0.170 3.811 0.022
C 2.804 -1.584 3.284 -0.002
C 2.723 1.238 4.316 0.011
H 0.296 4.432 -0.701 -0.001
H -1.259 3.937 0.011 -0.001
H -0.737 3.278 -1.567 0.003
H -0.603 4.107 2.765 0.000
H 0.173 2.996 3.860 0.000
H -1.071 2.413 2.768 -0.003
H 1.724 5.138 1.258 0.000
H 2.918 4.119 0.473 0.000
H 2.902 4.292 2.217 0.000
H 5.204 1.103 2.208 0.000
H 4.496 2.650 1.782 0.001
H 5.672 1.895 0.724 -0.002
H 4.112 -1.662 0.942 0.001
H 5.341 -0.864 0.001 0.000
H 3.899 -1.457 -0.777 0.001
H 3.544 2.607 -1.332 0.000
H 2.252 1.482 -1.719 -0.006
H 3.922 1.071 -2.054 0.003
H -0.715 -0.248 3.030 -0.009
H -0.238 0.641 4.476 0.000
H -0.009 -1.092 4.384 0.002
H 2.513 -2.321 2.536 0.001
H 2.606 -2.024 4.258 0.000
H 3.877 -1.427 3.216 0.000
H 2.358 2.253 4.235 0.000
H 3.786 1.239 4.123 -0.001
H 2.565 0.892 5.328 0.001
O 4.199 -4.452 0.194 -0.001
S 2.781 -4.640 0.110 0.001
O 2.211 -5.814 0.659 -0.001
N 2.103 -3.241 0.763 -0.009
C 1.622 -2.510 -0.166 -0.010
O 1.112 -1.344 0.038 0.108
C 1.701 -3.014 -1.550 -0.005
C 1.301 -2.379 -2.717 0.018
C 1.466 -3.063 -3.913 0.001
C 2.032 -4.331 -3.936 0.001
C 2.462 -4.948 -2.763 -0.001
C 2.279 -4.273 -1.580 0.002
H 0.873 -1.380 -2.701 -0.017
H 1.151 -2.600 -4.835 0.000
H 2.141 -4.847 -4.878 0.000
H 2.926 -5.923 -2.771 0.000
F -0.927 -2.135 1.400 0.019
P -1.790 -3.066 0.343 0.004
F -0.504 -3.986 0.114 0.000
F -3.009 -1.999 0.490 0.000
F -2.591 -3.844 -0.788 0.000
F -2.357 -3.946 1.514 0.000
F -1.174 -2.042 -0.882 -0.007
C -3.938 4.020 -1.592 0.000
C -4.009 2.794 -0.698 -0.004
C -5.398 2.556 -0.123 0.001
O -3.668 1.654 -1.514 0.000
P -2.638 0.491 -1.226 0.034
S -0.844 0.756 -2.195 -0.056
S -2.048 0.669 0.743 -0.065
O -3.246 -0.730 -1.950 -0.005
C -4.556 -1.374 -2.050 0.001
C -5.599 -0.397 -2.559 0.001
C -4.348 -2.532 -3.010 0.000
H -4.121 4.913 -1.002 0.000
H -4.688 3.954 -2.374 0.000
H -2.959 4.096 -2.060 0.000
H -3.286 2.863 0.124 0.002
H -6.128 2.486 -0.926 0.000
H -5.679 3.377 0.529 0.000
H -5.403 1.634 0.455 0.000
H -4.815 -1.748 -1.058 0.000
H -5.260 0.056 -3.488 0.000
H -5.799 0.385 -1.835 0.000
H -6.520 -0.940 -2.755 0.000
H -4.180 -2.166 -4.019 0.000
H -5.230 -3.164 -2.995 0.000
H -3.497 -3.127 -2.701 0.000
```

Spin multiplicity: 2
Charge: +1
Frontier orbital gap (spin up / spin down) (eV): 5.903 / 6.353
HOMO energy (spin up / spin down) (Eh): -0.451 / -0.451

---

3.
DFT (ωB97M-V/def2-TZVPD) results for a structure of composition C19H8Cl5F5OZn.

The geometry in XYZ format:
```
39
Properties=species:S:1:pos:R:3:nbo_charge:R:1
Zn 0.009 -0.684 0.495 1.599
C 3.051 -2.694 -0.644 -0.643
C 1.783 -2.046 -1.115 -0.003
C 0.549 -2.686 -0.932 -0.305
C -0.628 -2.132 -1.441 -0.251
C -0.589 -0.912 -2.115 -0.196
C 0.629 -0.259 -2.275 -0.224
C 1.802 -0.824 -1.787 -0.234
H 3.836 -1.958 -0.473 0.229
H 3.408 -3.399 -1.398 0.232
H 2.889 -3.248 0.279 0.234
H 0.520 -3.651 -0.441 0.246
H -1.562 -2.668 -1.342 0.248
H -1.496 -0.490 -2.524 0.235
H 0.667 0.685 -2.802 0.237
H 2.745 -0.314 -1.937 0.232
Cl 0.279 2.408 0.471 0.033
C 1.097 1.653 1.789 -0.071
C 1.163 0.264 1.796 -0.634
C 1.848 -0.338 2.844 0.032
Cl 2.022 -2.055 2.842 0.010
C 2.422 0.407 3.872 -0.135
Cl 3.258 -0.374 5.155 0.059
C 2.320 1.797 3.848 -0.075
Cl 3.027 2.729 5.102 0.069
C 1.665 2.430 2.793 -0.096
Cl 1.562 4.143 2.743 0.063
F -4.275 -1.979 5.312 -0.290
C -3.708 -1.581 4.169 0.238
C -4.050 -0.363 3.600 0.280
F -4.977 0.396 4.185 -0.289
C -3.436 0.081 2.445 0.264
F -3.777 1.271 1.942 -0.295
C -2.447 -0.672 1.789 0.224
O -1.854 -0.259 0.697 -0.917
C -2.174 -1.914 2.380 0.259
F -1.265 -2.697 1.733 -0.343
C -2.760 -2.368 3.542 0.267
F -2.417 -3.553 4.051 -0.290
```

Frontier orbital gap (eV): 8.305
HOMO energy (Eh): -0.303